Formula: C4H6N2O
Source: OMol25
Level of theory: ωB97M-V/def2-TZVPD

```
! RIJCOSX wB97M-V def2-TZVPD def2/J DEFGRID3
* xyz 0 1
H 1.934 -1.663 -0.998
N 0.972 -1.791 -0.865
C 0.301 -0.754 -0.488
O -1.042 -0.813 -0.226
C -1.514 0.496 0.147
C -0.247 1.283 0.237
C 0.802 0.910 1.226
N 0.863 0.500 -0.207
H -2.207 0.852 -0.683
H -2.099 0.355 1.122
H -0.403 2.353 -0.140
H 1.430 1.878 1.208
H 0.770 0.158 2.079
*
```

Values from the calculation:
Frontier orbital gap (Ha): 0.3860
SMILES string: [H]/N=C1/OC[C@H]2CN12

---

Formula: C4H6N2O
Source: OMol25
Level of theory: ωB97M-V/def2-TZVPD

```
! RIJCOSX wB97M-V def2-TZVPD def2/J DEFGRID3
* xyz 0 1
C 0.648 0.505 -2.028
C 0.180 0.707 -0.564
O 0.342 -0.589 0.072
C -0.297 -0.601 1.216
N -0.825 0.489 1.648
C -0.401 -1.892 1.856
N -0.509 -2.885 2.435
H 0.036 -0.208 -2.591
H 0.632 1.456 -2.569
H 1.691 0.133 -2.092
H -0.834 1.064 0.308
H 0.860 1.399 -0.063
H -1.523 0.422 2.372
*
```

Values from the calculation:
Frontier orbital gap (Ha): 0.3490

---

Formula: C4H6N2O
Source: OMol25
Level of theory: ωB97M-V/def2-TZVPD

```
! RIJCOSX wB97M-V def2-TZVPD def2/J DEFGRID3
* xyz 0 1
C 2.301 0.434 -0.360
O 1.429 -0.565 0.170
C 0.124 -0.367 0.085
C -0.836 -1.379 0.448
N -1.983 -0.502 0.570
C -1.713 0.662 0.015
N -0.420 0.803 -0.303
H 2.024 0.648 -1.392
H 3.307 0.011 -0.313
H 2.266 1.360 0.224
H -1.210 -1.601 -0.609
H -2.849 -0.887 0.917
H -2.480 1.381 -0.221
*
```

Values from the calculation:
Frontier orbital gap (Ha): 0.3244
SMILES string: COc1c[nH]cn1

---

Formula: C4H6N2O
Source: OMol25
Level of theory: ωB97M-V/def2-TZVPD

```
! RIJCOSX wB97M-V def2-TZVPD def2/J DEFGRID3
* xyz 0 1
H -2.415 1.675 -0.382
N -1.647 1.012 -0.454
C -1.846 0.022 0.307
O -0.995 -1.013 0.416
C 0.231 -0.907 -0.306
C 1.159 0.067 0.430
C 2.357 0.390 -0.345
N 3.296 0.658 -0.964
H -2.693 -0.137 0.980
H 0.045 -0.575 -1.331
H 0.648 -1.916 -0.314
H 0.613 0.997 0.612
H 1.455 -0.355 1.395
*
```

Values from the calculation:
Frontier orbital gap (Ha): 0.4201
SMILES string: [H]/N=C/OCCC#N

---

Formula: C4H6N2O
Source: OMol25
Level of theory: ωB97M-V/def2-TZVPD

```
! RIJCOSX wB97M-V def2-TZVPD def2/J DEFGRID3
* xyz 0 3
C -0.911 0.302 0.467
C -0.022 1.098 -0.106
C -0.853 -1.063 -0.032
C 0.723 0.274 -1.112
N 2.045 0.142 0.851
N 2.262 -0.003 -0.328
O 0.011 -0.914 -1.208
H -1.482 0.274 1.386
H -0.281 2.166 0.069
H -0.375 -1.728 0.684
H -1.825 -1.508 -0.363
H 1.148 0.612 -2.061
H 2.866 0.091 1.420
*
```

Values from the calculation:
Frontier orbital gap (spin up / spin down) (Ha): 0.2637 / 0.3227
<S²>: 2.007

---

Formula: C4H6N2O2
Source: OMol25
Level of theory: ωB97M-V/def2-TZVPD

```
! RIJCOSX wB97M-V def2-TZVPD def2/J DEFGRID3
* xyz 0 1
H 2.590 -0.756 1.133
N 1.686 -0.793 1.618
C 0.710 -0.354 0.956
C -0.848 -0.389 0.991
N -1.506 0.149 -0.366
C -0.465 0.622 -1.263
O 0.524 1.550 -0.715
C 0.938 0.211 -0.552
O 2.114 -0.185 -1.126
H -1.091 -1.484 1.194
H -1.180 0.254 1.923
H -2.243 0.784 -0.185
H -0.543 0.563 -2.367
H 2.523 0.604 -1.622
*
```

Values from the calculation:
Frontier orbital gap (Ha): 0.3606
SMILES string: [H]/N=C1/CN[C@H]2O[C@@]12O

---

Formula: C4H6N2O2
Source: OMol25
Level of theory: ωB97M-V/def2-TZVPD

```
! RIJCOSX wB97M-V def2-TZVPD def2/J DEFGRID3
* xyz 0 1
C 1.434 -0.458 -0.501
C -0.063 -0.706 -0.756
O -0.762 0.425 -1.249
C -0.833 1.540 -0.496
N -0.779 1.669 0.755
N -0.834 0.717 1.696
C -0.740 -0.531 1.540
O -0.709 -1.302 0.396
H 1.877 -1.380 -0.087
H 1.443 0.307 0.265
H 1.993 -0.092 -1.357
H -0.259 -1.442 -1.517
H -1.019 2.432 -1.091
H -0.749 -1.178 2.405
*
```

Values from the calculation:
Frontier orbital gap (Ha): 0.3674
SMILES string: CC1OC=NN=CO1

---

Formula: C4H6N2O2
Source: OMol25
Level of theory: ωB97M-V/def2-TZVPD

```
! RIJCOSX wB97M-V def2-TZVPD def2/J DEFGRID3
* xyz 0 1
C -2.447 -0.474 0.311
C -0.729 1.363 -0.288
C 0.558 1.650 -0.090
C 1.246 0.314 0.004
H -2.697 -1.519 -0.016
H -3.206 0.279 0.104
H -2.139 -0.430 1.428
H -1.684 1.956 -0.301
H 1.174 2.565 0.030
H 1.826 -2.213 1.016
N -1.116 0.075 -0.109
N 0.048 -0.514 0.247
O 2.424 -0.142 0.286
O 0.380 -1.695 -0.643
*
```

Values from the calculation:
Frontier orbital gap (Ha): 0.2082

---

Formula: C4H6N2O2
Source: OMol25
Level of theory: ωB97M-V/def2-TZVPD

```
! RIJCOSX wB97M-V def2-TZVPD def2/J DEFGRID3
* xyz 0 1
C -2.523 -0.844 0.118
N -1.953 0.448 -0.273
C -0.582 0.533 0.002
C 0.290 1.535 0.009
O 1.609 0.915 0.139
C 1.422 -0.411 0.014
O 2.378 -1.208 -0.096
N 0.104 -0.646 -0.016
H -2.255 -1.666 -0.539
H -3.579 -0.881 0.004
H -2.382 -1.017 1.161
H -2.497 1.269 0.151
H 0.406 2.679 -0.103
H -0.294 -1.538 0.159
*
```

Values from the calculation:
Frontier orbital gap (Ha): 0.3232
SMILES string: CNc1coc(=O)[nH]1

---

Formula: C4H6N2O2
Source: OMol25
Level of theory: ωB97M-V/def2-TZVPD

```
! RIJCOSX wB97M-V def2-TZVPD def2/J DEFGRID3
* xyz 0 1
H 3.419 -0.488 0.121
N 2.600 0.233 0.146
C 1.467 -0.321 -0.309
N 0.255 0.317 -0.274
C -0.133 1.540 0.245
C -1.449 1.806 0.234
O -0.809 -0.331 -0.864
C -1.288 -1.405 -0.060
O -0.547 -1.652 0.908
H 1.263 -1.450 -0.624
H 0.784 2.155 0.591
H -2.346 1.225 -0.087
H -1.706 2.901 0.394
H -2.129 -2.046 -0.507
*
```

Values from the calculation:
Frontier orbital gap (Ha): 0.3313
SMILES string: [H]/N=C/N(C=C)OC=O

---

Formula: C4H6N2O2
Source: OMol25
Level of theory: ωB97M-V/def2-TZVPD

```
! RIJCOSX wB97M-V def2-TZVPD def2/J DEFGRID3
* xyz 0 1
C -3.010 0.525 0.093
C 0.351 -0.165 -0.498
C 1.276 -1.087 0.249
C 1.452 0.903 -0.270
H -3.124 0.603 1.248
H -3.880 1.052 -0.421
H 0.247 -0.299 -1.733
H 1.249 -1.096 1.542
H 1.621 -2.063 -0.341
H 3.009 -0.073 0.914
N -1.988 0.015 -0.611
N 2.455 -0.115 -0.402
O -0.970 -0.313 0.157
O 1.312 2.114 0.073
*
```

Values from the calculation:
Frontier orbital gap (Ha): 0.3332

---

Formula: C4H6N2O2
Source: OMol25
Level of theory: ωB97M-V/def2-TZVPD

```
! RIJCOSX wB97M-V def2-TZVPD def2/J DEFGRID3
* xyz 0 1
C -1.472 0.921 -0.704
C -1.831 0.278 0.485
C 0.715 1.706 -0.119
C 2.211 0.079 -0.596
N -0.257 1.328 -0.802
N -0.941 0.135 1.366
O -1.254 -0.461 2.593
O 1.922 1.371 -0.096
H -2.214 0.899 -1.472
H -2.861 -0.321 0.642
H 2.321 -0.512 0.332
H 3.146 0.038 -1.063
H 1.560 -0.035 -1.490
H -2.095 -0.860 2.538
*
```

Values from the calculation:
Frontier orbital gap (spin up / spin down) (Ha): 0.2870 / 0.2870

---

Formula: C4H6N2O2
Source: OMol25
Level of theory: ωB97M-V/def2-TZVPD

```
! RIJCOSX wB97M-V def2-TZVPD def2/J DEFGRID3
* xyz 0 1
N -0.317 -0.516 1.574
C -0.820 0.423 -0.932
C 0.750 -0.376 0.842
C -0.900 -0.789 -1.483
C 1.945 0.127 0.712
O -0.304 1.496 -1.572
N -1.544 -0.139 1.258
O -1.514 0.795 0.238
H -0.232 2.224 -0.942
H -0.343 -1.237 2.293
H -1.252 -1.628 -0.911
H -0.466 -0.958 -2.451
H 2.598 -0.198 -0.085
H 2.399 0.774 1.457
*
```

Values from the calculation:
Frontier orbital gap (spin up / spin down) (Ha): 0.3002 / 0.3001

---

Formula: C4H6N2O2
Source: OMol25
Level of theory: ωB97M-V/def2-TZVPD

```
! RIJCOSX wB97M-V def2-TZVPD def2/J DEFGRID3
* xyz 0 1
H -2.018 1.883 -0.257
N -1.007 2.059 0.062
C -0.242 1.038 0.088
O 1.115 1.210 0.049
C 1.811 0.024 0.021
O 3.116 0.125 -0.079
C 0.907 -0.948 0.185
N -0.395 -0.284 0.046
C -1.680 -0.959 -0.056
H 3.272 1.037 0.020
H 0.967 -1.992 0.225
H -1.402 -1.956 -0.427
H -2.204 -0.367 -0.800
H -2.241 -0.870 0.923
*
```

Values from the calculation:
Frontier orbital gap (Ha): 0.3097
SMILES string: [H]/N=c1/oc(O)cn1C

---

Formula: C4H6N2O2
Source: OMol25
Level of theory: ωB97M-V/def2-TZVPD

```
! RIJCOSX wB97M-V def2-TZVPD def2/J DEFGRID3
* xyz 0 1
O -2.208 1.353 -1.099
C -2.420 0.039 -1.076
N -1.456 -1.114 -0.510
C -0.028 -0.627 -0.282
O 0.985 -1.288 -0.988
N 0.212 0.551 0.413
C 1.704 0.769 0.492
C 1.004 0.275 1.707
H -2.959 -0.575 -1.820
H -1.319 -1.750 -1.364
H 2.221 0.353 -0.499
H 2.138 1.938 0.630
H 1.050 -0.855 1.701
H 1.077 0.931 2.695
*
```

Values from the calculation:
Frontier orbital gap (Ha): 0.3633
SMILES string: O=CNC(=O)N1CC1

---

Formula: C4H6N2O2
Source: OMol25
Level of theory: ωB97M-V/def2-TZVPD

```
! RIJCOSX wB97M-V def2-TZVPD def2/J DEFGRID3
* xyz 0 1
O -0.093 2.110 0.167
C -1.215 1.497 0.027
N -1.658 0.263 0.024
C -0.897 -0.976 -0.014
O -1.638 -1.960 0.124
C 0.644 -1.048 -0.146
C 2.027 -0.110 -0.378
N 1.527 -0.362 0.987
H -2.059 2.053 -0.247
H -2.848 0.189 0.465
H 0.373 -2.203 -0.223
H 3.007 -0.741 -0.570
H 2.016 0.888 -1.157
H 0.815 0.398 0.942
*
```

Values from the calculation:
Frontier orbital gap (Ha): 0.3725
SMILES string: O=CNC(=O)[C@H]1CN1

---

Formula: C4H6N2O2
Source: OMol25
Level of theory: ωB97M-V/def2-TZVPD

```
! RIJCOSX wB97M-V def2-TZVPD def2/J DEFGRID3
* xyz 0 1
C -0.125 -2.058 0.204
N 0.824 -1.073 -0.301
C 0.894 -0.303 -1.343
O 0.764 -0.217 -2.584
C 1.137 0.333 -0.069
C 0.171 1.376 0.385
N -1.041 1.291 0.308
O -1.765 2.459 0.784
H -1.142 -1.686 0.201
H -0.083 -2.863 -0.513
H 0.149 -2.452 1.147
H 2.207 0.593 0.247
H 0.683 2.427 0.598
H -2.673 2.173 0.936
*
```

Values from the calculation:
Frontier orbital gap (Ha): 0.3789
SMILES string: CN1C(=O)[C@H]1/C=N/O

---

Formula: C4H6N2O2S2
Source: OMol25
Level of theory: ωB97M-V/def2-TZVPD

```
! RIJCOSX wB97M-V def2-TZVPD def2/J DEFGRID3
* xyz 0 1
C 0.453 0.716 1.643
C -0.766 1.323 1.602
C 1.116 -0.234 0.657
C 0.666 -1.374 -0.516
N 2.681 0.163 -1.761
N -1.896 -0.585 -1.601
O -1.807 -1.696 0.609
O -1.475 0.802 0.481
S 1.258 0.232 -1.175
S -1.069 -0.771 -0.174
H 1.122 0.977 2.451
H -1.257 2.030 2.230
H 2.098 -0.514 1.021
H 3.177 -0.715 -1.701
H -2.868 -0.350 -1.485
H -1.431 -0.003 -2.280
*
```

Values from the calculation:
Frontier orbital gap (Ha): 0.2914

---

Formula: C4H6N2O2S2
Source: OMol25
Level of theory: ωB97M-V/def2-TZVPD

```
! RIJCOSX wB97M-V def2-TZVPD def2/J DEFGRID3
* xyz 0 1
C 0.141 0.343 0.917
C 1.986 -1.222 -0.522
C -0.038 0.797 -0.362
C 1.097 -1.716 0.439
N 0.473 -0.928 1.299
N -0.521 2.025 -0.501
O -2.281 -0.902 -0.569
O -2.768 1.198 0.605
S 2.655 -2.154 -1.737
S -2.430 -0.208 0.657
H 0.094 0.941 1.835
H 2.017 -0.111 -0.572
H 0.212 0.189 -1.252
H 1.244 -2.760 0.736
H -1.094 2.245 -1.329
H -0.788 2.264 0.353
*
```

Values from the calculation:
Frontier orbital gap (spin up / spin down) (Ha): 0.2479 / 0.2480

---

Formula: C4H6N2O5
Source: OMol25
Level of theory: ωB97M-V/def2-TZVPD

```
! RIJCOSX wB97M-V def2-TZVPD def2/J DEFGRID3
* xyz 0 1
C 1.006 0.378 1.245
C 0.890 -0.085 -0.810
C -0.463 0.418 0.653
C 0.537 -1.190 -1.802
N -1.401 -0.613 1.037
N -0.977 1.708 0.361
O -1.146 -1.134 2.091
O -2.304 -0.922 0.259
O -2.125 1.746 0.073
O -0.177 2.641 0.324
O 1.587 -0.518 0.271
H 1.387 1.304 1.369
H 1.028 -0.209 2.142
H 0.930 1.016 -0.947
H -0.244 -0.817 -2.557
H 0.099 -2.078 -1.383
H 1.376 -1.643 -2.325
*
```

Values from the calculation:
Frontier orbital gap (Ha): 0.3305